Record 1
Here is a molecular structure, B4F16Li4 at a distorted geometry from the OMol25 dataset. Energies are from ωB97M-V/def2-TZVPD.

E_tot: -1728.18833 Eh
ΔE to the lowest compared entry with this formula, charge and spin: 1243.77 kJ/mol
LUMO: -4.110 eV
HOMO-LUMO gap: 5.5283 eV

```
24
Properties=species:S:1:pos:R:3:mulliken_charge:R:1
Li 1.781 -7.228 -0.965 1.0000
Li 4.574 1.298 0.310 0.9907
Li -0.384 -0.434 4.022 0.9976
Li -0.182 0.767 -2.307 0.9956
B 0.464 1.261 -5.930 0.4542
F 0.536 1.610 -7.240 -0.3874
F 1.515 1.522 -5.148 -0.3556
F -0.593 1.854 -5.413 -0.3318
F 0.137 -0.047 -5.955 -0.3737
B 2.492 -2.330 0.576 0.5774
F 2.123 -1.328 -0.230 -0.3601
F 3.619 -1.881 1.249 -0.4186
F 1.369 -2.426 1.371 -0.4134
F 2.788 -3.482 -0.069 -0.3830
B -5.022 -0.970 3.775 0.5814
F -4.854 -0.649 5.084 -0.3953
F -3.868 -1.174 3.097 -0.4000
F -5.739 -2.129 3.681 -0.3910
F -5.661 0.040 3.106 -0.3940
B 0.986 3.209 1.405 0.6000
F 0.719 4.364 1.990 -0.3240
F -0.217 2.449 1.170 -0.4526
F 1.655 3.304 0.242 -0.3938
F 1.761 2.400 2.180 -0.4227
```

=====

Record 2
Here is a molecular structure, B6CuF24 at a distorted geometry from the OMol25 dataset. Energies are from ωB97M-V/def2-TZVPD.

E_tot: -4187.64652 Eh
ΔE to the lowest compared entry with this formula, charge and spin: 7.80 kJ/mol
2S+1: 2
LUMO (alpha / beta): 9.443 / 8.391 eV
Charge: -4
HOMO-LUMO gap (alpha / beta): 10.2460 / 9.1931 eV
⟨S²⟩: 0.751

```
31
Properties=species:S:1:pos:R:3:mulliken_spin:R:1
Cu -0.002 0.251 -0.170 0.9172
B -0.140 -0.837 -3.022 0.0017
F 0.877 -0.085 -2.330 0.0042
F -0.284 -0.235 -4.314 0.0001
F 0.292 -2.143 -3.225 0.0000
F -1.306 -0.758 -2.263 -0.0003
B -0.731 2.872 -1.286 0.0020
F 0.470 2.148 -0.940 0.0281
F -0.628 4.172 -0.831 0.0005
F -0.919 2.809 -2.685 -0.0002
F -1.790 2.130 -0.716 -0.0001
B -3.188 -0.519 1.122 0.0054
F -3.721 -1.435 0.175 0.0002
F -3.946 0.669 1.168 0.0000
F -3.252 -1.125 2.388 0.0003
F -1.837 -0.209 0.804 0.0051
B 0.299 -3.159 0.457 0.0069
F -0.866 -3.913 0.482 0.0009
F 1.279 -3.788 -0.340 0.0010
F 0.033 -1.837 -0.077 0.0159
F 0.827 -3.019 1.754 0.0000
B 3.430 0.327 -0.176 0.0017
F 2.059 0.294 0.197 0.0092
F 3.671 0.987 -1.387 0.0000
F 4.177 1.030 0.826 0.0008
F 3.910 -0.995 -0.203 0.0003
B 0.255 1.269 2.928 0.0002
F -1.069 1.449 3.377 0.0000
F 0.464 1.931 1.678 -0.0011
F 1.152 1.804 3.891 0.0000
F 0.483 -0.086 2.716 -0.0001
```

=====

Record 3
Here is BBr2H in the gas phase at a distorted geometry from the OMol25 dataset. Energies are from ωB97M-V/def2-TZVPD.

E_tot: -5173.48294 Eh
ΔE to the lowest compared entry with this formula, charge and spin: 91.29 kJ/mol
LUMO: -1.603 eV
HOMO-LUMO gap: 8.9038 eV

```
4
Properties=species:S:1:pos:R:3:mulliken_charge:R:1
Br 0.571 -0.106 -1.723 -0.1565
B 0.061 0.435 0.165 0.2858
Br -1.624 -0.475 0.788 -0.1339
H 0.992 0.146 0.769 0.0045
```

=====

Record 4
Here is 8 unconnected molecules or ions with the total composition BF4H14O7 at a distorted geometry from the OMol25 dataset. Energies are from ωB97M-V/def2-TZVPD.

E_tot: -959.73354 Eh
ΔE to the lowest compared entry with this formula, charge and spin: 55.01 kJ/mol
LUMO: 3.038 eV
Charge: -1
HOMO-LUMO gap: 10.6626 eV

```
26
Properties=species:S:1:pos:R:3:mulliken_charge:R:1
B 20.069 12.646 -8.406 -0.0335
F 19.108 11.934 -7.763 -0.2130
F 20.358 11.987 -9.609 -0.3621
F 19.524 13.858 -8.686 -0.2919
F 21.169 12.750 -7.585 -0.3909
O 17.885 10.140 -6.122 -0.7513
H 18.516 10.482 -6.774 0.5932
H 17.766 9.198 -6.164 0.2980
O 19.813 10.484 -11.871 -0.6573
H 20.121 9.593 -11.734 0.3080
H 20.277 10.995 -11.221 0.3704
O 16.063 11.448 -7.692 -0.6765
H 16.645 10.931 -7.155 0.3433
H 16.174 12.334 -7.320 0.3047
O 19.126 14.590 -5.997 -0.6345
H 19.300 14.281 -6.887 0.3774
H 19.976 14.676 -5.593 0.2957
O 21.490 10.410 -6.386 -0.7031
H 21.223 10.709 -5.476 0.3050
H 21.704 11.227 -6.797 0.3810
O 20.475 9.407 -8.720 -0.6824
H 20.765 9.720 -7.850 0.3528
H 20.411 10.182 -9.220 0.4026
O 17.629 15.907 -8.256 -0.6565
H 18.335 15.280 -8.471 0.4269
H 17.020 15.556 -8.891 0.2941
```

=====

What did the second record say?
Here is a molecular structure, B6CuF24 at a distorted geometry from the OMol25 dataset. Energies are from ωB97M-V/def2-TZVPD.

E_tot: -4187.64652 Eh
ΔE to the lowest compared entry with this formula, charge and spin: 7.80 kJ/mol
2S+1: 2
LUMO (alpha / beta): 9.443 / 8.391 eV
Charge: -4
HOMO-LUMO gap (alpha / beta): 10.2460 / 9.1931 eV
⟨S²⟩: 0.751

```
31
Properties=species:S:1:pos:R:3:mulliken_spin:R:1
Cu -0.002 0.251 -0.170 0.9172
B -0.140 -0.837 -3.022 0.0017
F 0.877 -0.085 -2.330 0.0042
F -0.284 -0.235 -4.314 0.0001
F 0.292 -2.143 -3.225 0.0000
F -1.306 -0.758 -2.263 -0.0003
B -0.731 2.872 -1.286 0.0020
F 0.470 2.148 -0.940 0.0281
F -0.628 4.172 -0.831 0.0005
F -0.919 2.809 -2.685 -0.0002
F -1.790 2.130 -0.716 -0.0001
B -3.188 -0.519 1.122 0.0054
F -3.721 -1.435 0.175 0.0002
F -3.946 0.669 1.168 0.0000
F -3.252 -1.125 2.388 0.0003
F -1.837 -0.209 0.804 0.0051
B 0.299 -3.159 0.457 0.0069
F -0.866 -3.913 0.482 0.0009
F 1.279 -3.788 -0.340 0.0010
F 0.033 -1.837 -0.077 0.0159
F 0.827 -3.019 1.754 0.0000
B 3.430 0.327 -0.176 0.0017
F 2.059 0.294 0.197 0.0092
F 3.671 0.987 -1.387 0.0000
F 4.177 1.030 0.826 0.0008
F 3.910 -0.995 -0.203 0.0003
B 0.255 1.269 2.928 0.0002
F -1.069 1.449 3.377 0.0000
F 0.464 1.931 1.678 -0.0011
F 1.152 1.804 3.891 0.0000
F 0.483 -0.086 2.716 -0.0001
```

=====

Look up the E_tot of the first one. -1728.18833 Eh

=====

The lowest ΔE to the lowest compared entry with this formula, charge and spin belongs to which entry? B6CuF24

=====

What is the ΔE to the lowest compared entry with this formula, charge and spin in the third record? 91.29 kJ/mol